Computed, not measured: an isolated molecule of C4H8O, with the ωB97M-V functional and the def2-TZVPD basis.

Structure (XYZ):
```
13
Properties=species:S:1:pos:R:3
O 2.2789 -0.5512 0.0092
C -1.3021 0.7207 -0.0748
C 1.2394 0.3496 0.3358
C -1.0846 -0.7649 -0.0266
C 0.0107 0.1464 -0.5143
H -1.9648 1.1179 -0.8376
H 1.9016 -1.4395 0.0329
H -1.3322 1.2638 0.8668
H 0.2113 0.1427 -1.5839
H -0.9644 -1.2205 0.9544
H 1.6558 1.3501 0.1835
H -1.6095 -1.3858 -0.7464
H 0.9599 0.2708 1.4010
```

Computed properties:
Gap between HOMO and LUMO in eV: 11.266
Charge: 0
Energy relative to the best compared isomer or geometry (same formula, charge and spin) in kJ/mol: 100.12
LUMO energy in eV: 1.1
Multiplicity: 1
HOMO energy in Ha: -0.37448
Structure (SMILES): OCC1CC1

Computed, not measured: a structure of composition C5H7ClOS at a distorted geometry, with the ωB97M-V functional and the def2-TZVPD basis.

Structure (XYZ):
```
15
Properties=species:S:1:pos:R:3
Cl 3.0431 -0.9836 -0.5231
S -3.2409 -0.5088 -0.8099
O -0.8385 0.5008 -0.7474
C -1.1251 -1.2920 0.9286
C -1.7434 -0.3382 -0.0507
C 0.5544 0.3912 -0.2987
C 0.9213 1.9036 0.0824
C 1.3676 -0.5360 -0.8545
H -2.0413 -1.2343 1.6034
H -0.9257 -2.5335 0.4525
H 1.2343 2.4704 -1.1117
H -0.1001 2.6766 0.6480
H 0.1397 -0.9898 1.2782
H 1.8417 1.8235 0.9275
H 0.9130 -1.3498 -1.5246
```

Computed properties:
Gap between HOMO and LUMO in eV: 8.434
Charge: 0
Energy relative to the best compared isomer or geometry (same formula, charge and spin) in kJ/mol: 611.98
LUMO energy in eV: -0.4
Multiplicity: 1
HOMO energy in Ha: -0.32477

Computed, not measured: a structure of composition C5H5NO at a distorted geometry, with the ωB97M-V functional and the def2-TZVPD basis.

Structure (XYZ):
```
12
Properties=species:S:1:pos:R:3
O 1.1926 0.9326 -1.7785
N -2.0289 0.5573 -1.5817
C -1.1597 0.0035 -1.0582
C -0.9672 -0.4509 1.1337
C -0.2993 -0.7299 -0.1307
C 0.8080 0.0887 0.4279
C 1.5009 0.9392 -0.6051
H 2.4480 1.4313 -0.3014
H -1.4646 0.4802 1.3334
H -0.1138 -1.7622 -0.4206
H 1.4277 -0.1819 1.2714
H -1.3436 -1.3080 1.7099
```

Computed properties:
Gap between HOMO and LUMO (alpha / beta) in eV: 8.182 / 8.191
Charge: 0
Energy relative to the best compared isomer or geometry (same formula, charge and spin) in kJ/mol: 426.12
LUMO energy (alpha / beta) in eV: -1.1 / -1.1
Multiplicity: 1
HOMO energy (alpha / beta) in Ha: -0.34192 / -0.34196

Q: Which value of multiplicity does entry 1 give?
A: 1

Q: Which value of multiplicity does entry 3 give?
A: 1

Please write out number 3 again, unchanged.
Computed, not measured: a structure of composition C5H5NO at a distorted geometry, with the ωB97M-V functional and the def2-TZVPD basis.

Structure (XYZ):
```
12
Properties=species:S:1:pos:R:3
O 1.1926 0.9326 -1.7785
N -2.0289 0.5573 -1.5817
C -1.1597 0.0035 -1.0582
C -0.9672 -0.4509 1.1337
C -0.2993 -0.7299 -0.1307
C 0.8080 0.0887 0.4279
C 1.5009 0.9392 -0.6051
H 2.4480 1.4313 -0.3014
H -1.4646 0.4802 1.3334
H -0.1138 -1.7622 -0.4206
H 1.4277 -0.1819 1.2714
H -1.3436 -1.3080 1.7099
```

Computed properties:
Gap between HOMO and LUMO (alpha / beta) in eV: 8.182 / 8.191
Charge: 0
Energy relative to the best compared isomer or geometry (same formula, charge and spin) in kJ/mol: 426.12
LUMO energy (alpha / beta) in eV: -1.1 / -1.1
Multiplicity: 1
HOMO energy (alpha / beta) in Ha: -0.34192 / -0.34196